DFT (ωB97M-V/def2-TZVPD) results for a molecular structure, C24H58P2Si4TeW.

Last column: Löwdin spin population.
Geometry (Å):
P (0.07241, -2.09566, -4.60401)  0.050
P (-1.00905, 1.31978, -4.35102)  0.002
C (-0.95470, -1.18825, -5.75958)  0.006
C (-0.41738, 0.25740, -5.85878)  -0.002
H (-1.99916, -1.20964, -5.35924)  0.001
H (-0.89884, -1.63937, -6.76369)  0.001
H (0.72191, 0.31708, -5.88281)  0.000
H (-0.86401, 0.83928, -6.71683)  0.000
C (-2.39351, 2.05187, -5.31697)  0.000
H (-2.83476, 2.85689, -4.71396)  0.000
H (-3.15339, 1.30947, -5.58574)  0.000
H (-1.90766, 2.47276, -6.21786)  0.000
C (0.14000, 2.69986, -4.92594)  0.001
H (-0.30456, 3.04431, -5.87303)  0.000
H (1.16654, 2.38966, -5.14552)  0.000
H (0.14852, 3.54442, -4.22165)  0.000
C (-0.72145, -3.71730, -4.33922)  0.011
H (-0.15276, -4.23661, -3.54828)  0.000
H (-0.70248, -4.29366, -5.27717)  0.002
H (-1.76439, -3.51392, -4.03494)  0.003
C (1.56022, -2.57576, -5.62190)  0.005
H (2.09090, -1.67659, -5.95279)  0.000
H (1.23736, -3.17348, -6.48282)  0.001
H (2.23925, -3.19364, -5.00244)  0.000
W (-1.80355, -0.68434, -1.44506)  2.129
C (3.29383, 1.52173, -1.41511)  -0.002
C (2.20610, 2.32108, -1.13677)  0.001
C (0.82206, 2.12090, -1.63476)  0.006
C (0.03014, 0.68185, -1.74257)  0.086
C (0.59891, -0.38100, -2.56922)  0.005
C (1.76062, -0.60390, -3.23936)  0.070
C (2.53033, 0.54884, -3.65044)  0.009
C (3.61581, 0.72374, -2.59803)  0.006
C (-0.23889, -1.97347, -0.45331)  -0.069
H (4.04116, 1.42677, -0.63250)  0.000
H (2.35536, 3.13667, -0.41669)  0.000
H (0.70369, 2.62644, -2.59603)  0.003
H (0.20776, 2.67279, -0.92801)  0.000
H (-0.36811, 0.25543, -0.62984)  0.006
H (-1.08103, 0.86206, -2.21430)  0.003
H (-0.21974, -1.19187, -2.51272)  0.014
H (2.18835, -1.61463, -3.17818)  0.000
H (1.94920, 1.45071, -3.82890)  0.000
H (2.96781, 0.25215, -4.59887)  0.003
H (3.89397, -0.25675, -2.21079)  0.000
H (4.49780, 1.09145, -3.12797)  0.000
H (0.25109, -1.71875, 0.55436)  0.001
H (0.59112, -2.30674, -1.13438)  0.000
H (-1.07647, -2.81407, -0.51085)  0.004
C (2.58339, 0.26916, 2.65564)  0.000
Si (1.13916, 1.11248, 3.56170)  0.008
C (1.62576, 1.23456, 5.39850)  0.005
C (0.97441, 2.86461, 2.86895)  0.000
Si (-0.91889, 0.00745, 3.23335)  0.005
Te (-2.61571, -0.23117, 0.90145)  -0.345
Si (-0.52175, -2.10258, 4.12495)  -0.015
C (-0.14511, -2.11322, 5.99078)  -0.005
C (-2.09677, -3.12367, 3.81059)  -0.003
C (0.95392, -2.97264, 3.28681)  -0.002
Si (-2.37461, 1.07795, 4.73279)  0.001
C (-1.87620, 1.05447, 6.56293)  0.002
C (-2.51363, 2.88158, 4.19361)  -0.001
C (-4.05643, 0.23912, 4.59355)  -0.001
H (3.48493, 0.88912, 2.78200)  0.000
H (2.38736, 0.17778, 1.57837)  0.000
H (2.79436, -0.73265, 3.05082)  0.000
H (2.64535, 1.65866, 5.43831)  0.001
H (0.95327, 1.90344, 5.95545)  0.000
H (1.64097, 0.25500, 5.89931)  0.000
H (0.43244, 2.86374, 1.90989)  0.000
H (0.45154, 3.53193, 3.57277)  0.000
H (1.98681, 3.26685, 2.68915)  0.000
H (-0.85683, -1.50973, 6.56972)  0.000
H (-0.21540, -3.16179, 6.33021)  -0.001
H (0.87439, -1.75171, 6.19237)  0.000
H (-2.53917, -2.89063, 2.83143)  -0.004
H (-1.81092, -4.18787, 3.83201)  0.000
H (-2.84565, -2.93738, 4.59530)  0.000
H (1.00619, -2.78169, 2.20746)  0.000
H (1.90103, -2.66544, 3.75460)  0.000
H (0.82456, -4.05743, 3.43382)  0.000
H (-0.81018, 1.23984, 6.73571)  0.000
H (-2.44077, 1.84688, 7.07989)  0.000
H (-2.13410, 0.10209, 7.04430)  0.000
H (-2.56500, 2.97071, 3.10140)  -0.001
H (-3.44056, 3.30272, 4.60761)  0.000
H (-1.67657, 3.49288, 4.55267)  0.000
H (-4.33696, 0.00773, 3.55860)  0.000
H (-4.07872, -0.69252, 5.17337)  0.000
H (-4.80620, 0.92543, 5.01429)  0.000

Forces on the atoms, in the same order (eV/Å):
0.489 -2.131 -0.832
0.497 0.105 -4.106
-0.281 0.489 -1.022
-0.103 0.633 0.781
0.612 0.037 -0.561
-0.422 -0.056 0.281
-1.498 -0.234 -0.165
0.806 -0.929 0.632
-0.311 0.198 0.267
-0.146 -0.137 -0.363
0.054 0.227 0.095
-0.928 -0.226 0.395
-0.076 0.603 0.419
0.486 0.014 0.446
-0.332 0.055 0.198
0.040 -0.118 -0.372
-0.103 -0.032 -0.645
-0.455 0.070 -0.340
-0.215 -0.158 0.441
0.394 -0.386 0.001
-0.444 -0.156 0.319
-0.021 -0.237 -0.036
0.183 0.174 0.052
-0.306 0.337 -0.298
2.264 -0.228 1.233
-1.558 1.893 1.127
2.304 -2.348 0.141
-2.499 0.115 -0.307
1.368 0.889 1.343
-0.979 0.942 1.874
-2.538 -0.204 2.185
1.106 0.070 -0.094
0.242 -0.864 -0.611
-1.253 -1.409 -0.186
0.477 0.884 -0.284
-0.355 -0.804 0.221
-0.349 -0.250 0.112
-0.291 0.252 -0.112
2.143 0.963 -1.106
0.852 1.138 0.202
1.620 -0.246 -0.762
-0.215 0.528 -0.881
0.108 -0.326 0.285
0.390 0.263 -0.283
0.321 -0.323 -0.253
0.188 0.337 0.531
-1.423 -0.565 -1.342
-1.000 0.403 0.626
1.900 0.765 0.962
-0.295 -0.016 0.059
1.195 0.843 -0.721
-0.466 -0.249 -0.063
0.102 -0.020 0.008
0.271 0.289 0.825
-0.075 0.007 0.777
-0.126 -1.842 -0.139
-0.068 0.482 -0.250
0.376 0.106 0.134
-0.292 0.172 0.117
-1.020 0.614 0.317
0.260 -0.263 -0.123
-0.063 -0.114 -0.060
0.081 0.100 0.033
-0.243 -0.169 -0.001
0.042 0.022 0.160
0.001 0.249 -0.101
-0.375 -0.163 -0.147
0.299 -0.193 -0.182
0.046 0.371 -0.097
0.138 0.080 0.262
0.173 -0.192 -0.327
-0.373 -0.043 0.094
0.263 -0.260 -0.092
0.004 0.344 -0.217
-0.348 -0.161 0.000
0.028 -0.176 0.239
-0.271 0.282 -0.002
0.154 -0.095 -0.296
0.086 -0.103 0.258
-0.254 -0.149 -0.204
0.125 0.319 -0.023
-0.284 -0.036 0.019
0.098 -0.169 -0.276
0.024 0.247 -0.132
0.006 0.085 0.150
0.208 -0.052 -0.065
-0.153 -0.139 -0.091
-0.064 0.061 0.211
-0.031 0.166 -0.143
0.080 -0.252 -0.114

Calculated values
**Kohn-Sham gap (alpha / beta)**: 4.095 / 5.165 eV
**Spin multiplicity**: 3
**ΔE to the lowest compared entry with this formula, charge and spin**: 890.6 kJ/mol
**Total charge**: +2